Entry i
DFT (the ωB97M-V functional and the def2-TZVPD basis) results for a single C3H5N5 molecule.

Last columns: bonded neighbours and bond lengths (Å).
Geometry (Å):
1 C 1.041 -0.543 -0.141  C2 1.526, N10 1.370, N11 1.263
2 C 0.376 -1.905 0.034  C1 1.526, H7 1.157, N12 1.275
3 C -1.201 -0.476 -0.064  N10 1.429, N12 1.460, N13 1.290
4 H 0.052 1.835 1.236  N9 1.092
5 H -0.325 2.510 -0.472  N9 1.202
6 H 2.339 0.740 -0.219  N11 1.034
7 H 0.988 -2.886 0.073  C2 1.157
8 H -2.392 0.976 -0.391  N13 1.043
9 N 0.169 1.623 0.171  H4 1.092, H5 1.202, N10 1.371
10 N -0.021 0.319 -0.208  C1 1.370, C3 1.429, N9 1.371
11 N 2.275 -0.281 -0.072  C1 1.263, H6 1.034
12 N -0.894 -1.888 0.143  C2 1.275, C3 1.460
13 N -2.408 -0.023 -0.090  C3 1.290, H8 1.043

Its HOMO energy is -9.63 eV.

=====

Entry ii
DFT (the ωB97M-V functional and the def2-TZVPD basis) results for a single C3H5N5 molecule.

Last columns: bonded neighbours and bond lengths (Å).
Geometry (Å):
1 C -0.206 1.108 -1.312  H5 1.132, N9 1.337, N10 1.376
2 C -1.215 -0.962 -0.372  H6 1.084, N10 1.427, N11 1.303
3 C -0.126 -0.994 1.508  N11 1.437, N12 1.258, N13 1.535
4 H 0.955 2.416 -1.971  N9 1.023
5 H -1.006 1.061 -2.112  C1 1.132
6 H -1.687 -1.101 -1.338  C2 1.084
7 H 1.205 -0.599 2.951  N12 1.136
8 H 1.660 0.024 0.303  N13 1.123
9 N 1.024 1.631 -1.319  C1 1.337, H4 1.023
10 N -0.169 0.001 -0.497  C1 1.376, C2 1.427, N13 1.383
11 N -1.237 -1.553 0.789  C2 1.303, C3 1.437
12 N 0.210 -1.094 2.716  C3 1.258, H7 1.136
13 N 0.594 0.061 0.655  C3 1.535, H8 1.123, N10 1.383

Its HOMO energy is -8.60 eV.

=====

Need the numbers? Relative energies in kcal/mol: entry i 0.0; entry ii 18.4.

=====

Entry i
DFT (the ωB97M-V functional and the def2-TZVPD basis) results for a single C22H23N3O4S2 molecule.

Last columns: bonded neighbours and bond lengths (Å).
Geometry (Å):
1 C 2.295 5.001 1.690  H2 1.095, O3 1.405, H53 1.089, H54 1.095
2 H 2.668 4.505 2.593  C1 1.095
3 O 1.559 4.120 0.881  C1 1.405, C4 1.367
4 C 2.187 3.005 0.402  O3 1.367, C5 1.389, C9 1.392
5 C 3.520 2.676 0.614  C4 1.389, C6 1.382, H52 1.079
6 C 4.047 1.519 0.073  C5 1.382, C7 1.396, H51 1.079
7 C 3.269 0.635 -0.677  C6 1.396, C8 1.397, N12 1.394
8 C 1.933 0.984 -0.894  C7 1.397, C9 1.379, H11 1.079
9 C 1.409 2.146 -0.370  C4 1.392, C8 1.379, H10 1.079
10 H 0.375 2.404 -0.536  C9 1.079
11 H 1.277 0.351 -1.470  C8 1.079
12 N 3.862 -0.498 -1.231  C7 1.394, C13 1.440, C43 1.452
13 C 3.133 -1.322 -2.161  N12 1.440, H14 1.095, C15 1.552, H50 1.090
14 H 3.877 -1.881 -2.739  C13 1.095
15 C 2.188 -2.312 -1.430  C13 1.552, N16 1.445, H48 1.090, H49 1.097
16 N 2.707 -2.537 -0.100  C15 1.445, C17 1.362, C42 1.448
17 C 2.083 -2.150 1.047  N16 1.362, O18 1.217, C19 1.493
18 O 2.686 -2.022 2.096  C17 1.217
19 C 0.603 -1.972 0.965  C17 1.493, C20 1.391, C24 1.391
20 C -0.218 -2.987 0.484  C19 1.391, C21 1.381, H41 1.080
21 C -1.590 -2.832 0.477  C20 1.381, C22 1.394, H40 1.081
22 C -2.165 -1.658 0.960  C21 1.394, C23 1.393, N27 1.391
23 C -1.347 -0.650 1.465  C22 1.393, C24 1.381, H26 1.078
24 C 0.025 -0.813 1.471  C19 1.391, C23 1.381, H25 1.079
25 H 0.662 -0.037 1.866  C24 1.079
26 H -1.798 0.242 1.867  C23 1.078
27 N -3.547 -1.496 0.946  C22 1.391, S28 1.677, H39 1.008
28 S -4.295 -0.029 0.628  N27 1.677, O29 1.426, O30 1.429, C31 1.768
29 O -3.985 0.912 1.653  S28 1.426
30 O -5.656 -0.367 0.356  S28 1.429
31 C -3.507 0.483 -0.869  S28 1.768, C32 1.362, S35 1.714
32 C -3.823 0.116 -2.141  C31 1.362, C33 1.410, H38 1.074
33 C -2.923 0.651 -3.086  C32 1.410, C34 1.362, H37 1.075
34 C -1.946 1.399 -2.502  C33 1.362, S35 1.718, H36 1.072
35 S -2.110 1.473 -0.794  C31 1.714, C34 1.718
36 H -1.140 1.918 -2.982  C34 1.072
37 H -3.002 0.487 -4.145  C33 1.075
38 H -4.675 -0.495 -2.376  C32 1.074
39 H -4.079 -2.271 0.581  N27 1.008
40 H -2.225 -3.624 0.107  C21 1.081
41 H 0.219 -3.906 0.121  C20 1.080
42 C 4.150 -2.656 -0.084  N16 1.448, C43 1.546, H46 1.090, H47 1.093
43 C 4.778 -1.285 -0.424  N12 1.452, C42 1.546, H44 1.097, H45 1.088
44 H 5.720 -1.429 -0.968  C43 1.097
45 H 4.983 -0.754 0.503  C43 1.088
46 H 4.455 -2.976 0.913  C42 1.090
47 H 4.435 -3.419 -0.813  C42 1.093
48 H 1.178 -1.907 -1.356  C15 1.090
49 H 2.144 -3.263 -1.975  C15 1.097
50 H 2.576 -0.692 -2.854  C13 1.090
51 H 5.095 1.313 0.229  C6 1.079
52 H 4.168 3.317 1.192  C5 1.079
53 H 1.601 5.790 1.976  C1 1.089
54 H 3.137 5.442 1.145  C1 1.095

Its HOMO energy is -7.48 eV.

=====

Entry ii
DFT (the ωB97M-V functional and the def2-TZVPD basis) results for a single C22H23N3O4S2 molecule.

Last columns: bonded neighbours and bond lengths (Å).
Geometry (Å):
1 C 3.973 -0.725 -3.944  H2 1.094, O3 1.408, H53 1.095, H54 1.089
2 H 4.773 -0.230 -3.384  C1 1.094
3 O 2.702 -0.324 -3.493  C1 1.408, C4 1.360
4 C 2.365 -0.565 -2.198  O3 1.360, C5 1.389, C9 1.395
5 C 3.171 -1.213 -1.271  C4 1.389, C6 1.386, H52 1.078
6 C 2.703 -1.390 0.022  C5 1.386, C7 1.379, H51 1.080
7 C 1.456 -0.943 0.402  C6 1.379, C8 1.396, H50 1.077
8 C 0.634 -0.308 -0.530  C7 1.396, C9 1.386, N11 1.407
9 C 1.099 -0.116 -1.822  C4 1.395, C8 1.386, H10 1.077
10 H 0.516 0.393 -2.571  C9 1.077
11 N -0.637 0.136 -0.121  C8 1.407, S12 1.690, C26 1.442
12 S -1.594 -1.000 0.684  N11 1.690, O13 1.432, O14 1.432, C15 1.788
13 O -1.001 -1.311 1.950  S12 1.432
14 O -2.934 -0.493 0.686  S12 1.432
15 C -1.478 -2.415 -0.401  S12 1.788, C16 1.381, C20 1.381
16 C -2.238 -2.410 -1.555  C15 1.381, C17 1.385, H25 1.079
17 C -2.101 -3.451 -2.457  C16 1.385, C18 1.386, H24 1.079
18 C -1.202 -4.475 -2.197  C17 1.386, C19 1.386, H23 1.080
19 C -0.448 -4.469 -1.034  C18 1.386, C20 1.385, H22 1.079
20 C -0.584 -3.431 -0.127  C15 1.381, C19 1.385, H21 1.078
21 H -0.020 -3.400 0.791  C20 1.078
22 H 0.245 -5.272 -0.834  C19 1.079
23 H -1.093 -5.284 -2.904  C18 1.080
24 H -2.691 -3.463 -3.361  C17 1.079
25 H -2.934 -1.603 -1.719  C16 1.079
26 C -1.331 1.128 -0.904  N11 1.442, H27 1.097, C28 1.533, H49 1.093
27 H -1.506 0.818 -1.941  C26 1.097
28 C -0.632 2.492 -0.904  C26 1.533, O29 1.212, N30 1.341
29 O -0.896 3.340 -1.729  C28 1.212
30 N 0.277 2.635 0.071  C28 1.341, H31 1.010, C32 1.440
31 H 0.369 1.891 0.747  N30 1.010
32 C 0.899 3.888 0.413  N30 1.440, C33 1.524, H47 1.096, H48 1.093
33 C 0.477 4.332 1.808  C32 1.524, H34 1.089, H35 1.088, S36 1.827
34 H -0.606 4.423 1.878  C33 1.089
35 H 0.967 5.264 2.086  C33 1.088
36 S 0.958 3.101 3.070  C33 1.827, C37 1.769
37 C -0.526 2.152 3.228  S36 1.769, N38 1.321, C42 1.392
38 N -1.559 2.502 2.482  C37 1.321, C39 1.323
39 C -2.686 1.822 2.616  N38 1.323, C40 1.382, H46 1.082
40 C -2.832 0.766 3.496  C39 1.382, C41 1.389, H45 1.077
41 C -1.736 0.393 4.262  C40 1.389, C42 1.381, H44 1.079
42 C -0.555 1.098 4.136  C37 1.392, C41 1.381, H43 1.078
43 H 0.326 0.853 4.708  C42 1.078
44 H -1.801 -0.437 4.949  C41 1.079
45 H -3.769 0.238 3.563  C40 1.077
46 H -3.499 2.151 1.984  C39 1.082
47 H 1.989 3.778 0.369  C32 1.096
48 H 0.579 4.623 -0.330  C32 1.093
49 H -2.306 1.264 -0.429  C26 1.093
50 H 1.106 -1.073 1.412  C7 1.077
51 H 3.335 -1.879 0.748  C6 1.080
52 H 4.154 -1.570 -1.533  C5 1.078
53 H 4.100 -1.810 -3.879  C1 1.095
54 H 4.024 -0.420 -4.988  C1 1.089

Its HOMO energy is -8.21 eV.

=====

Need the numbers? Relative energies in kcal/mol: entry i 15.5; entry ii 0.0.

=====

Entry i
DFT (the ωB97M-V functional and the def2-TZVPD basis) results for a 3-piece molecular cluster, C18H24N2O3S overall.

Last columns: bonded neighbours and bond lengths (Å).
Geometry (Å):
1 C 6.063 0.312 -0.039  C2 1.328, H17 1.161
2 C 5.412 0.767 -1.102  C1 1.328, C3 1.633
3 C 4.517 1.397 -2.314  C2 1.633, C4 1.637, H18 1.158, H19 1.158
4 C 4.086 2.882 -1.774  C3 1.637, C5 1.577, C12 1.613
5 C 4.850 4.181 -2.240  C4 1.577, C6 1.584, H20 1.149
6 C 4.408 5.578 -1.639  C5 1.584, N7 1.462, C10 1.595
7 N 4.925 6.932 -1.835  C6 1.462, S8 1.734
8 S 3.987 7.976 -0.818  N7 1.734, N9 1.743
9 N 2.842 6.939 -0.010  S8 1.743, C10 1.463
10 C 3.217 5.645 -0.580  C6 1.595, N9 1.463, C11 1.585
11 C 2.462 4.317 -0.157  C10 1.585, C12 1.595, H21 1.147
12 C 2.866 2.879 -0.717  C4 1.613, C11 1.595, C13 1.608
13 C 2.095 1.560 -0.217  C12 1.608, C14 1.636, H22 1.149, H23 1.168
14 C 0.465 1.691 -0.261  C13 1.636, C15 1.619, H24 1.161, H25 1.167
15 C -0.066 2.596 -1.494  C14 1.619, O16 1.464, H26 1.167, H27 1.167
16 O -1.429 2.271 -1.918  C15 1.464, H28 0.996
17 H 6.613 0.367 0.982  C1 1.161
18 H 3.594 0.737 -2.542  C3 1.158
19 H 5.210 1.513 -3.234  C3 1.158
20 H 5.727 4.167 -2.983  C5 1.149
21 H 1.583 4.342 0.579  C11 1.147
22 H 2.364 0.597 -0.783  C13 1.149
23 H 2.373 1.364 0.900  C13 1.168
24 H 0.089 2.051 0.777  C14 1.161
25 H 0.006 0.630 -0.423  C14 1.167
26 H 0.686 2.558 -2.385  C15 1.167
27 H -0.108 3.699 -1.115  C15 1.167
28 H -1.855 3.131 -2.186  O16 0.996
29 C -3.153 -2.775 1.452  C30 1.505, H33 1.093, H34 1.091, H35 1.092
30 C -2.409 -1.528 1.055  C29 1.505, O31 1.221, C32 1.506
31 O -1.847 -0.833 1.887  C30 1.221
32 C -2.383 -1.172 -0.408  C30 1.506, H36 1.092, H37 1.092, H38 1.092
33 H -3.087 -2.907 2.535  C29 1.093
34 H -4.204 -2.684 1.174  C29 1.091
35 H -2.706 -3.645 0.966  C29 1.092
36 H -3.401 -1.010 -0.768  C32 1.092
37 H -1.902 -1.971 -0.976  C32 1.092
38 H -1.812 -0.251 -0.546  C32 1.092
39 C -4.480 -7.042 1.300  C40 1.506, H43 1.093, H44 1.092, H45 1.092
40 C -5.027 -5.869 2.069  C39 1.506, O41 1.220, C42 1.506
41 O -5.065 -4.753 1.579  C40 1.220
42 C -5.526 -6.127 3.466  C40 1.506, H46 1.092, H47 1.092, H48 1.093
43 H -4.158 -6.708 0.311  C39 1.093
44 H -3.618 -7.461 1.826  C39 1.092
45 H -5.255 -7.801 1.178  C39 1.092
46 H -4.711 -6.506 4.088  C42 1.092
47 H -6.348 -6.846 3.440  C42 1.092
48 H -5.891 -5.192 3.899  C42 1.093

Its HOMO energy is -8.48 eV.

=====

Entry ii
DFT (the ωB97M-V functional and the def2-TZVPD basis) results for a single C18H24N2O3S molecule.

Last columns: bonded neighbours and bond lengths (Å).
Geometry (Å):
1 C -0.579 -3.927 1.101  C2 1.524, H46 1.087, H47 1.088, H48 1.087
2 C -0.108 -3.528 -0.292  C1 1.524, H3 1.093, H4 1.097, O5 1.419
3 H 0.857 -3.991 -0.510  C2 1.093
4 H -0.825 -3.844 -1.060  C2 1.097
5 O 0.151 -2.136 -0.386  C2 1.419, C6 1.357
6 C -0.878 -1.259 -0.269  O5 1.357, C7 1.391, C11 1.390
7 C -0.543 0.030 0.131  C6 1.391, C8 1.375, S28 1.781
8 C -1.492 1.021 0.211  C7 1.375, C9 1.390, H27 1.078
9 C -2.825 0.773 -0.090  C8 1.390, C10 1.399, C17 1.512
10 C -3.183 -0.525 -0.471  C9 1.399, C11 1.391, C13 1.502
11 C -2.213 -1.519 -0.556  C6 1.390, C10 1.391, H12 1.080
12 H -2.519 -2.508 -0.861  C11 1.080
13 C -4.603 -0.888 -0.798  C10 1.502, H14 1.089, H15 1.089, H16 1.087
14 H -5.255 -0.703 0.054  C13 1.089
15 H -4.967 -0.299 -1.638  C13 1.089
16 H -4.678 -1.939 -1.062  C13 1.087
17 C -3.826 1.900 0.019  C9 1.512, C18 1.531, C22 1.531, H26 1.092
18 C -3.915 2.396 1.465  C17 1.531, H19 1.088, H20 1.088, H21 1.086
19 H -4.185 1.578 2.130  C18 1.088
20 H -4.670 3.174 1.549  C18 1.088
21 H -2.962 2.802 1.794  C18 1.086
22 C -3.451 3.045 -0.925  C17 1.531, H23 1.088, H24 1.086, H25 1.088
23 H -4.207 3.827 -0.883  C22 1.088
24 H -2.494 3.479 -0.648  C22 1.086
25 H -3.381 2.685 -1.948  C22 1.088
26 H -4.814 1.538 -0.272  C17 1.092
27 H -1.155 1.995 0.529  C8 1.078
28 S 1.140 0.362 0.611  C7 1.781, O29 1.437, O30 1.438, N31 1.671
29 O 1.266 1.765 0.894  S28 1.437
30 O 1.517 -0.563 1.645  S28 1.438
31 N 1.969 0.042 -0.805  S28 1.671, H32 1.008, C33 1.447
32 H 2.238 -0.928 -0.846  N31 1.008
33 C 2.990 0.971 -1.240  N31 1.447, C34 1.508, H44 1.094, H45 1.093
34 C 4.339 0.724 -0.613  C33 1.508, N35 1.327, C39 1.393
35 N 5.359 0.567 -1.446  C34 1.327, C36 1.322
36 C 6.559 0.342 -0.939  N35 1.322, C37 1.385, H43 1.083
37 C 6.808 0.251 0.421  C36 1.385, C38 1.387, H42 1.079
38 C 5.740 0.409 1.292  C37 1.387, C39 1.384, H41 1.080
39 C 4.481 0.651 0.771  C34 1.393, C38 1.384, H40 1.078
40 H 3.621 0.780 1.408  C39 1.078
41 H 5.887 0.346 2.361  C38 1.080
42 H 7.806 0.063 0.787  C37 1.079
43 H 7.354 0.226 -1.665  C36 1.083
44 H 3.087 0.916 -2.328  C33 1.094
45 H 2.626 1.961 -0.954  C33 1.093
46 H 0.122 -3.545 1.838  C1 1.087
47 H -1.561 -3.508 1.312  C1 1.088
48 H -0.631 -5.010 1.179  C1 1.087

Its HOMO energy is -8.63 eV.

=====

Need the numbers? Relative energies in kcal/mol: entry i 241.5; entry ii 0.0.